Density functional theory data (ωB97M-V with the def2-TZVPD basis set) for the molecule C3H7N3OS at a distorted geometry.

XYZ file:
```
15
C3H7N3OS | the OMol25 dataset | ωB97M-V with the def2-TZVPD basis set
S -0.428 1.397 -2.583
O -1.142 -0.147 2.082
N 1.395 -0.743 -1.597
N -0.434 -0.785 -0.285
N -0.461 1.642 -0.959
C 0.734 -1.377 -0.637
C -0.424 0.748 -0.099
C -0.472 0.947 1.503
H 1.030 -2.331 -0.150
H 0.059 0.062 -2.873
H -0.997 -1.161 0.526
H 0.627 0.903 1.828
H -0.905 1.905 1.763
H 2.458 -1.374 -1.551
H -1.038 0.315 3.033
```

As for the total charge: 0. The energy above the lowest of the compared OMol25 structures with the same formula, charge and spin is 398.9 kJ/mol. As for the total energy: -20574.0499 eV. The frontier orbital gap is 8.8 eV. The SMILES is [H]/N=C/N/C(CO)=N\S.


Density functional theory data (ωB97M-V with the def2-TZVPD basis set) for the ion C14H19BNO4S with charge +1 at a distorted geometry.

XYZ file:
```
40
C14H19BNO4S | the OMol25 dataset | ωB97M-V with the def2-TZVPD basis set
S 1.126 -4.172 1.568
O 1.969 2.853 -1.752
O -0.269 3.028 -1.590
O 4.066 0.788 2.942
O 2.426 -0.400 4.319
N 1.476 -1.387 1.251
C -3.189 3.186 -3.145
C -1.863 2.364 -3.465
C 0.493 -0.237 -0.816
C -1.299 -5.087 0.584
C -3.331 3.565 -1.630
C -3.142 3.923 -0.471
C 0.740 -1.428 0.076
C 0.931 2.401 -1.293
C -0.520 3.098 -3.019
C 2.005 -0.125 1.670
C 1.775 -2.550 2.134
C -0.699 -4.288 1.850
C 1.074 1.100 -0.431
C 1.831 1.126 0.873
B 2.850 0.074 3.061
H -0.595 4.163 -3.394
H 1.329 -2.373 3.167
H 0.276 -2.387 -0.278
H -1.900 1.290 -3.097
H -0.778 -4.724 -0.352
H -1.810 2.299 -4.604
H -1.223 -3.303 2.007
H -3.323 4.186 0.599
H 2.295 2.099 1.223
H -2.416 -4.953 0.482
H 0.314 2.617 -3.626
H -0.872 -4.973 2.743
H -4.061 2.493 -3.377
H -1.068 -6.198 0.682
H -3.266 4.138 -3.762
H 4.203 1.361 3.723
H -0.110 -0.303 -1.766
H 2.891 -2.708 2.305
H 1.470 -0.254 4.464
```

As for the total charge: +1. As for the total energy: -36008.6926 eV. The frontier orbital gap is 7.2 eV. The SMILES is C#CCCCOC(=O)c1cc[n+](CSCC)c(B(O)O)c1.


Density functional theory data (ωB97M-V with the def2-TZVPD basis set) for a structure of composition C7H4NNdO5 at a distorted geometry.

XYZ file:
```
18
C7H4NNdO5 | the OMol25 dataset | ωB97M-V with the def2-TZVPD basis set
Nd 0.401 0.232 0.491
O -0.394 2.925 -2.014
O 0.905 3.908 2.492
O 1.418 -0.368 -2.960
O 2.742 2.771 -0.949
O 3.900 -0.210 -1.062
N -1.361 -1.352 0.481
C -2.300 -2.001 0.710
C -3.417 -2.831 1.029
C 0.818 2.922 1.917
C 2.218 1.886 -0.371
C -0.274 2.066 -1.253
C 1.137 -0.308 -1.828
C 2.850 -0.042 -0.515
H -3.104 -3.708 1.609
H -3.894 -3.155 0.100
H 2.474 -0.507 0.513
H -4.118 -2.229 1.613
```

The spin multiplicity is 4. As for the total charge: +2. As for the total energy: -34306.7292 eV. The frontier orbital gap (alpha / beta) is 6.2 / 6.4 eV. As for the expectation value of S²: 4.047.


Density functional theory data (ωB97M-V with the def2-TZVPD basis set) for the molecule C2H3N3S2 at a distorted geometry.

XYZ file:
```
10
C2H3N3S2 | the OMol25 dataset | ωB97M-V with the def2-TZVPD basis set
S 1.786 -1.329 -0.023
S 0.490 2.018 -0.301
N 0.146 -1.337 -0.249
N -3.202 -0.667 -0.164
N -0.224 0.836 0.737
C -2.052 -0.574 -0.041
C -0.630 -0.380 0.130
H 1.620 1.951 0.288
H -0.951 1.232 1.327
H 1.977 -0.300 0.767
```

As for the total charge: 0. The energy above the lowest of the compared OMol25 structures with the same formula, charge and spin is 130.5 kJ/mol. As for the total energy: -28261.4164 eV. The frontier orbital gap is 9.0 eV. The SMILES is N#C/C(=N/S)NS.


Density functional theory data (ωB97M-V with the def2-TZVPD basis set) for a structure of composition C20H35BCrF7N2O14 at a distorted geometry.

XYZ file:
```
80
C20H35BCrF7N2O14 | the OMol25 dataset | ωB97M-V with the def2-TZVPD basis set
Cr 11.176 -27.435 26.176
F 11.898 -25.836 24.948
F 11.368 -26.365 22.799
F 12.143 -29.330 20.141
F 14.144 -28.822 20.641
F 10.035 -26.878 24.573
F 12.555 -27.354 20.483
F 10.285 -24.708 23.947
O 6.964 -23.840 24.133
O 12.692 -28.634 17.563
O 14.620 -27.593 18.300
O 8.915 -20.911 25.221
O 10.654 -19.331 24.940
O 13.957 -29.493 23.512
O 9.497 -23.983 28.258
O 5.537 -22.140 23.708
O 12.166 -28.529 24.567
O 11.993 -29.962 22.737
O 10.047 -25.980 27.200
O 7.881 -25.129 27.430
O 8.463 -18.777 25.243
O 5.069 -23.393 25.473
N 12.771 -21.804 27.010
N 10.468 -21.668 22.271
C 9.243 -25.086 27.544
C 9.760 -21.981 25.647
C 12.651 -29.265 23.709
C 9.465 -19.616 25.121
C 5.831 -23.141 24.517
C 11.352 -23.897 21.160
C 15.008 -28.762 24.267
C 10.744 -23.890 28.932
C 13.191 -22.646 26.325
C 10.624 -29.711 22.628
C 13.102 -28.463 19.952
C 10.836 -22.669 21.791
C 13.432 -28.227 18.513
C 7.647 -23.472 22.975
C 16.394 -26.519 17.133
C 13.753 -23.617 25.423
C 15.093 -27.299 16.972
C 7.181 -26.314 27.104
C 8.616 -17.377 25.009
C 4.615 -21.145 23.957
B 10.883 -25.930 24.023
H 7.082 -22.878 22.258
H 16.395 -25.759 17.914
H 4.390 -20.580 23.053
H 10.363 -21.980 26.556
H 7.746 -16.737 25.158
H 6.197 -26.096 26.690
H 8.009 -24.357 22.452
H 11.610 -24.111 28.308
H 3.720 -21.562 24.419
H 7.069 -26.942 27.988
H 13.816 -24.582 25.926
H 10.900 -24.490 29.828
H 14.275 -26.723 16.540
H 12.110 -24.307 21.828
H 10.297 -28.688 22.442
H 15.249 -28.193 16.368
H 9.084 -22.790 25.921
H 17.264 -27.167 17.240
H 10.570 -24.645 21.287
H 10.192 -30.291 21.812
H 15.134 -29.060 25.307
H 13.118 -23.790 24.554
H 14.735 -23.275 25.094
H 11.754 -23.809 20.151
H 10.707 -22.894 29.371
H 8.850 -17.146 23.969
H 5.058 -20.338 24.541
H 14.865 -27.682 24.288
H 10.387 -22.311 24.819
H 16.545 -25.982 16.196
H 10.112 -30.073 23.519
H 8.565 -22.925 23.193
H 9.357 -16.968 25.695
H 16.019 -28.878 23.877
H 7.699 -26.843 26.305
```

The spin multiplicity is 9. As for the total charge: +1. The energy above the lowest of the compared OMol25 structures with the same formula, charge and spin is 274.2 kJ/mol. As for the total energy: -101061.6503 eV. The frontier orbital gap (alpha / beta) is 5.3 / 3.3 eV. As for the expectation value of S²: 20.021.


Density functional theory data (ωB97M-V with the def2-TZVPD basis set) for a structure of composition C35H22AuI3N5OS3.

XYZ file:
```
70
C35H22AuI3N5OS3 | the OMol25 dataset | ωB97M-V with the def2-TZVPD basis set
Au 1.401 -0.183 0.395
I 6.993 -3.238 0.611
I -3.122 5.340 3.021
I 2.205 3.304 4.744
S 1.608 0.019 -2.901
S 1.203 -0.221 -5.829
S 2.842 1.522 -0.558
O 1.533 1.256 2.413
N 3.020 -1.882 0.048
N 2.830 -2.918 0.870
N 3.156 2.020 -3.179
N -0.427 1.300 0.464
N 2.776 1.574 -4.447
C -1.438 1.181 -0.358
C 4.271 3.955 -7.587
C 0.654 2.154 2.449
C 0.620 3.197 3.401
C -0.974 -1.958 1.581
C -2.983 -1.279 2.757
C -0.447 4.090 3.530
C -2.317 -0.154 3.262
C 3.542 1.803 -6.771
C 3.275 2.365 -5.530
C -0.465 2.182 1.497
C -2.600 1.955 -0.223
C 3.520 3.718 -5.309
C -1.531 4.022 2.694
C -2.655 2.890 0.767
C -3.398 -6.447 1.785
C -5.085 -0.210 3.319
C -2.460 -5.905 0.912
C 2.617 1.290 -2.260
C 3.979 -3.525 1.197
C -2.079 -4.578 1.026
C -2.633 -3.745 2.010
C -3.564 -4.312 2.893
C 4.330 -1.801 -0.147
C 1.924 0.523 -4.524
C -3.020 0.916 3.792
C -1.570 3.060 1.655
C 4.036 2.606 -7.791
C 4.979 -2.833 0.549
C -4.384 -1.283 2.788
C -4.409 0.893 3.828
C -3.939 -5.641 2.779
C 4.013 4.504 -6.336
C -2.197 -2.352 2.121
C 0.112 -1.616 1.123
H -4.925 -2.111 2.350
H -0.414 4.840 4.309
H -3.535 3.507 0.889
H -4.655 -6.055 3.480
H -1.350 -4.157 0.344
H -6.168 -0.227 3.316
H 3.367 0.754 -6.940
H -3.698 -7.483 1.695
H -3.967 -3.711 3.697
H 4.015 -4.379 1.852
H -2.022 -6.521 0.137
H 4.196 5.556 -6.154
H -4.959 1.733 4.231
H -3.430 1.805 -0.901
H 3.329 4.135 -4.331
H 4.653 4.573 -8.389
H 1.880 -3.082 1.187
H 4.742 -1.017 -0.761
H -1.234 -0.121 3.213
H 4.240 2.158 -8.756
H -2.478 1.780 4.159
H -1.329 0.462 -1.163
```

The spin multiplicity is 3. As for the total charge: -1. The energy above the lowest of the compared OMol25 structures with the same formula, charge and spin is 0.0 kJ/mol. As for the total energy: -106649.5270 eV. The frontier orbital gap (alpha / beta) is 6.5 / 5.9 eV. As for the expectation value of S²: 2.040.